C18H18F6N5O10PtSSbSe | ωB97M-V with the def2-TZVPD basis set

Its molar mass is 1006.2 u. As for the LUMO energy (alpha / beta): -4.3 / -8.9 eV. The electronic energy comes out at -5480.54489 Ha. The max |F| comes out at 6.7 eV Å⁻¹. Its expectation value of S² is 8.8264. The HOMO-LUMO gap (alpha / beta) is 0.184 / 0.109 hartree.

ORCA input file:
```
! wB97M-V def2-TZVPD RIJCOSX def2/J DEFGRID3
* xyz 1 6
Pt 10.79799 10.57715 9.50775
O 17.79171 11.02120 9.89362
N 17.22569 11.71616 10.74603
O 17.78219 12.48666 11.56352
C 15.76616 11.70230 10.73606
C 15.16454 12.66561 11.55175
C 13.77657 12.75726 11.57658
C 13.03372 13.74355 12.29515
C 11.65875 13.83554 12.13883
C 10.94997 12.89894 11.39539
N 11.66338 11.91773 10.75761
C 13.00141 11.94026 10.73104
C 13.65937 10.88492 10.03136
N 12.78310 10.03882 9.49717
C 13.22044 8.90975 8.84611
C 14.58086 8.77266 8.65591
C 15.50362 9.60799 9.23752
C 15.03906 10.73342 9.94411
H 15.76119 13.32456 12.14553
H 13.55389 14.38355 13.03735
H 11.24510 14.71703 12.63621
H 9.84638 12.86157 11.35214
H 12.57243 8.10240 8.50773
H 14.86243 7.99463 7.96815
H 16.58099 9.48168 9.08999
F 11.33073 11.55501 7.88075
Sb 8.14723 15.85982 12.22327
F 7.14751 17.18141 13.18315
F 9.37171 17.23410 11.62120
F 9.32511 15.42612 13.70506
F 8.89882 14.60161 10.92943
F 6.98311 14.45760 12.84788
O 9.33982 7.22115 9.53664
Se 10.53878 7.73946 11.01966
O 9.48155 7.03038 12.07808
O 12.20122 7.35349 11.03366
O 10.36049 9.50083 11.20032
C 4.84431 17.64777 11.27355
S 5.73730 16.97073 9.82279
O 6.84584 16.20415 10.65544
O 5.02784 15.98644 9.04946
O 6.30768 18.04142 9.01928
H 3.92929 17.09323 11.46015
H 4.56401 18.64106 10.98353
H 5.52778 17.65094 12.17173
N 9.86590 9.24578 8.60056
C 9.09476 8.22743 8.64365
N 8.19293 7.95510 7.60232
C 7.61832 6.67850 7.61564
C 6.56563 6.43007 6.49411
O 5.84687 7.59974 5.98960
C 6.74906 8.65700 5.65775
C 7.88019 9.01564 6.72806
H 7.26204 6.44541 8.62190
H 8.42322 5.95136 7.38588
H 5.82302 5.71016 6.85504
H 7.05472 5.98361 5.61364
H 6.02759 9.50958 5.51875
H 7.23008 8.35606 4.72315
H 7.60389 9.84243 7.34026
H 8.68402 9.28140 6.04760
*
```



C17H34N4O4S | ωB97M-V with the def2-TZVPD basis set

Its molar mass is 390.5 u. As for the LUMO energy: 0.4 eV. The electronic energy comes out at -1586.05979 Ha. The max |F| comes out at 5.2 eV Å⁻¹. The HOMO-LUMO gap is 0.287 hartree.

ORCA input file:
```
! wB97M-V def2-TZVPD RIJCOSX def2/J DEFGRID3
* xyz 0 1
N -5.72298 -3.13435 -3.19095
O -6.49448 -2.73730 -4.27537
S -5.49913 -1.65029 -5.16498
O -6.47969 -0.92618 -6.07542
O -4.87844 -0.61510 -3.99391
C -4.10707 0.47133 -4.57346
C -2.65423 0.05916 -5.10774
C -1.64687 -0.48024 -3.98336
C -1.13342 0.65533 -2.94967
C 0.40632 1.10738 -3.21765
C 1.41241 0.61303 -2.02639
C 1.60804 1.87434 -1.04674
C 1.77776 1.49319 0.51164
C 3.31530 1.17849 0.91175
C 3.67885 1.65826 2.42161
C 3.25679 0.55310 3.51365
C 2.47372 1.15135 4.78997
N 1.07450 1.45601 4.30362
C 0.42829 2.74001 4.52713
C -0.98167 2.75723 3.86600
C -1.13975 1.33025 3.24936
C 0.17350 0.58829 3.57396
H -6.37605 -3.43135 -2.44062
H -5.26245 -4.01192 -3.49981
H -4.67116 0.94419 -5.46810
H -4.01712 1.29533 -3.78279
H -2.72276 -0.74181 -5.93936
H -2.18257 1.01624 -5.55448
H -2.02747 -1.42187 -3.43102
H -0.69643 -0.83742 -4.54314
H -1.13249 0.19470 -1.89153
H -1.79051 1.60131 -3.01321
H 0.82761 0.71768 -4.20547
H 0.42413 2.25947 -3.28418
H 1.02482 -0.33413 -1.52190
H 2.42831 0.37159 -2.51870
H 2.59185 2.38985 -1.36911
H 0.75647 2.63447 -1.18607
H 1.48893 2.43857 1.10366
H 1.08333 0.64104 0.85242
H 3.97028 1.75949 0.17018
H 3.56157 0.06464 0.82729
H 4.83661 1.71547 2.45204
H 3.29916 2.71445 2.63807
H 2.68321 -0.27254 2.95643
H 4.22849 0.05432 3.90084
H 2.92722 2.17251 5.05575
H 2.47541 0.42531 5.67719
H 0.84880 3.64537 5.10010
H -1.73682 3.60526 3.82493
H -2.04262 0.92464 2.69408
H 0.43204 -0.48834 3.30087
C 2.01662 -3.50810 3.32837
O 2.08472 -2.29294 3.20911
N 1.41687 -4.10566 4.38643
N 2.53526 -4.36225 2.41299
H 1.35035 -5.10033 4.50325
H 1.01886 -3.50330 5.08881
H 2.98967 -3.95544 1.61150
H 2.49013 -5.36178 2.49214
*
```



C2H3NO2 | ωB97M-V with the def2-TZVPD basis set

Its molar mass is 73.1 u. As for the LUMO energy: -0.2 eV. The electronic energy comes out at -282.98817 Ha. The max |F| comes out at 2.2 eV Å⁻¹. The HOMO-LUMO gap is 0.312 hartree.

ORCA input file:
```
! wB97M-V def2-TZVPD RIJCOSX def2/J DEFGRID3
* xyz 0 1
C -0.51384 -1.09833 0.18924
C -0.62987 0.39700 0.20243
N 1.72124 0.37174 -0.11264
O 0.66327 1.07102 -0.01607
O 1.64579 -0.82722 -0.05948
H -0.64478 -1.48708 -0.83096
H -1.29591 0.82170 -0.56215
H -0.94591 0.75117 1.18963
*
```



C26H45Cl10NO3P | ωB97M-V with the def2-TZVPD basis set

Its molar mass is 805.2 u. As for the LUMO energy: -3.6 eV. The electronic energy comes out at -6241.23730 Ha. The max |F| comes out at 1.8 eV Å⁻¹. The HOMO-LUMO gap is 0.280 hartree.

ORCA input file:
```
! wB97M-V def2-TZVPD RIJCOSX def2/J DEFGRID3
* xyz 1 1
C -1.62214 1.04952 -4.07165
C -2.18067 1.73042 -2.85460
C -3.53251 2.05562 -2.74910
C -4.00462 2.66304 -1.58970
C -3.15244 2.96753 -0.52970
C -1.79612 2.65937 -0.61338
C -0.79307 2.90830 0.49287
C -0.71531 4.32671 1.03978
C -1.89469 4.90039 1.81192
N -1.82786 4.19978 3.10931
C -0.61621 3.87773 3.38266
C -0.19998 3.14551 4.58970
C -0.71168 1.67076 4.48447
C 0.43464 0.68208 4.62022
O -0.08537 -0.64087 4.63731
C 0.30834 4.28385 2.27151
O 1.25902 3.20825 2.28968
P 1.25263 5.91221 2.59154
C 1.83300 6.33620 0.90513
O 2.66310 5.37558 3.21978
C -1.33857 2.04033 -1.78527
H -2.13651 0.11044 -4.24437
H -1.80357 1.68257 -4.93973
H -0.55533 0.90493 -3.97634
H -4.19304 1.80159 -3.56363
H -5.05705 2.89383 -1.52432
H -3.57262 3.40706 0.36010
H 0.18207 2.69608 0.06718
H -0.94150 2.18004 1.28736
H -0.40873 5.09433 0.33985
H -2.88615 4.85222 1.38145
H -1.73902 5.95367 2.04174
H -2.60703 3.98062 3.71309
H -0.67080 3.61268 5.44989
H 0.87918 3.14526 4.65901
H -1.13389 1.50666 3.49463
H -1.49970 1.46107 5.19969
H 0.97451 0.83636 5.55041
H 1.09127 0.79042 3.75856
H -0.07527 -0.99069 3.74367
H 1.84160 3.27666 1.52602
H 1.49284 5.61463 0.16602
H 1.49428 7.33110 0.65218
H 2.91871 6.28680 0.90397
H 2.54826 4.75219 3.94423
H -0.29064 1.77650 -1.84932
Cl -3.14249 -2.16817 -5.60995
C -2.46097 -1.91373 -7.23713
C -0.96216 -2.06408 -7.25105
Cl -0.15960 -0.75791 -6.33869
H -2.76259 -0.92454 -7.57203
H -2.91053 -2.65510 -7.89548
H -0.59721 -2.01498 -8.27542
H -0.65095 -3.00998 -6.81579
Cl 4.17277 0.75336 3.53142
C 3.84901 -0.71770 4.49641
C 4.20943 -1.96675 3.74350
Cl 3.11138 -2.24524 2.35740
H 2.79741 -0.71493 4.77370
H 4.44886 -0.64120 5.40130
H 4.12024 -2.83195 4.39846
H 5.22461 -1.91985 3.37104
Cl -3.46485 -2.40660 -2.20314
C -4.04082 -3.87226 -1.36456
C -3.98694 -5.08707 -2.25290
Cl -5.17203 -5.00302 -3.58247
H -5.05075 -3.67963 -1.01196
H -3.39366 -4.02157 -0.50202
H -4.22432 -5.97698 -1.67222
H -3.00482 -5.21818 -2.69606
Cl -3.55873 -10.25057 -3.11229
C -3.65584 -9.09483 -4.46498
C -2.30958 -8.51688 -4.81517
Cl -1.68785 -7.44810 -3.52859
H -4.36090 -8.31438 -4.18863
H -4.05332 -9.63672 -5.32128
H -2.39439 -7.91320 -5.71698
H -1.56994 -9.29446 -4.98551
Cl 7.37598 -1.52811 4.34354
C 8.07871 -1.24111 2.72579
C 9.57368 -1.06855 2.78259
Cl 10.03935 0.44249 3.60114
H 7.59149 -0.36512 2.30446
H 7.83015 -2.10675 2.11338
H 9.97155 -1.02117 1.77054
H 10.04930 -1.89380 3.30582
*
```



C3H7N4O4 | ωB97M-V with the def2-TZVPD basis set

Its molar mass is 163.1 u. As for the LUMO energy (alpha / beta): -5.2 / -5.2 eV. The electronic energy comes out at -637.88699 Ha. The max |F| comes out at 3.8 eV Å⁻¹. The HOMO-LUMO gap (alpha / beta) is 0.335 / 0.335 hartree.

ORCA input file:
```
! wB97M-V def2-TZVPD RIJCOSX def2/J DEFGRID3
* xyz 1 1
C 1.60963 -0.38897 -0.08514
C -1.83216 -1.08856 -0.60163
C -3.06356 0.68620 0.60889
N -1.71703 -1.73150 -1.61178
N 2.66763 -0.55098 -0.81782
N 1.36454 0.45087 0.83042
N -1.87952 -0.16289 0.20638
O 2.91094 0.54922 -1.58676
O 3.34802 -1.55036 -0.98590
O 2.45395 1.01304 1.47394
O 0.26473 0.66286 1.38951
H -2.75726 1.69540 0.85588
H -3.75102 0.71558 -0.24489
H -3.23449 0.40064 1.66786
H 1.98715 1.30467 2.30745
H -1.18169 -2.47059 -1.98065
H -0.78382 0.17884 0.72040
H 3.59397 0.28654 -2.14614
*
```



C33H34F5IrN2O4S3Si | ωB97M-V with the def2-TZVPD basis set

Its molar mass is 934.1 u. As for the LUMO energy: 0.3 eV. The electronic energy comes out at -3776.14199 Ha. The max |F| comes out at 0.9 eV Å⁻¹. The HOMO-LUMO gap is 0.280 hartree.

ORCA input file:
```
! wB97M-V def2-TZVPD RIJCOSX def2/J DEFGRID3
* xyz 0 1
Ir 0.78424 0.78446 -0.73109
O -0.97694 0.88208 0.12518
C -2.06445 1.12987 -0.60509
C -3.25634 0.54183 -0.16677
C -4.45623 0.80779 -0.79436
C -4.50483 1.66927 -1.88649
C -3.33211 2.25006 -2.32681
C -2.10700 2.00096 -1.70686
C -0.89510 2.64772 -2.19567
N 0.34866 2.42061 -1.78920
C 1.19549 3.24054 -2.50176
C 0.45235 3.99767 -3.34075
N -0.85698 3.61814 -3.13228
H -3.19790 -0.12420 0.68511
H -5.36201 0.33325 -0.43710
H -5.43922 1.87485 -2.39032
H -3.37710 2.90537 -3.19017
H 2.25636 3.22878 -2.32544
H 0.72659 4.75677 -4.05005
H -1.66163 4.00533 -3.59012
C 0.35834 -2.10418 -4.21353
Si -0.78396 -1.50805 -2.84480
C -0.96543 -2.88935 -1.58602
C -2.47794 -1.14997 -3.57071
O -0.19941 -0.14113 -2.21807
H -0.13476 -2.83782 -4.85779
H 1.25699 -2.57000 -3.79930
H 0.67550 -1.26532 -4.83802
H -1.22502 -3.84559 -2.04825
H -1.74270 -2.65061 -0.85189
H -0.02617 -3.01962 -1.04303
H -2.89167 -2.01686 -4.09429
H -2.43365 -0.31957 -4.28136
H -3.17595 -0.86771 -2.77643
C 0.30280 3.68066 3.69220
S -0.40535 2.41830 2.62534
O -1.16547 1.50315 3.53107
C -1.57270 3.44528 1.74838
C -2.92452 3.18327 1.87143
C -3.82403 3.89740 1.08867
C -3.36644 4.85513 0.19604
C -2.00301 5.10237 0.07485
C -1.09809 4.38920 0.84481
H -0.45978 4.01522 4.39456
H 0.67731 4.50963 3.09306
H 1.13126 3.20393 4.21445
H -3.24840 2.41737 2.56491
H -4.88417 3.69369 1.16770
H -4.07184 5.40434 -0.41468
H -1.64401 5.84608 -0.62611
H -0.03166 4.55147 0.72537
F 6.46743 -2.23675 -0.04234
C 5.55362 -1.27894 0.12101
C 5.51378 -0.54587 1.29231
F 6.39468 -0.80338 2.26044
C 4.55519 0.44059 1.46351
F 4.54017 1.10696 2.62344
C 3.62045 0.72654 0.48157
S 2.38079 1.95874 0.61195
C 3.70095 -0.02896 -0.67823
F 2.78072 0.20818 -1.65903
C 4.63275 -1.01914 -0.88143
F 4.65510 -1.72876 -2.01001
C 1.48482 -7.20195 2.62479
C 1.20915 -5.75459 2.32242
C 1.93214 -5.07858 1.34434
C 1.69852 -3.73844 1.07347
C 0.72041 -3.07302 1.79066
C -0.02454 -3.72181 2.76457
C 0.22875 -5.05753 3.02751
S 0.38200 -1.35571 1.49508
C 1.37172 -0.68271 2.82558
O 1.18308 -1.07537 0.20447
H 1.95502 -7.70048 1.77810
H 0.56661 -7.73623 2.86848
H 2.15666 -7.29690 3.48065
H 2.68913 -5.60841 0.77838
H 2.25941 -3.21410 0.30839
H -0.80507 -3.19567 3.30287
H -0.35255 -5.57101 3.78419
H 2.36904 -1.11866 2.79303
H 0.85447 -0.91642 3.75557
H 1.40368 0.39651 2.67571
*
```



C30H49N5OPtTe | ωB97M-V with the def2-TZVPD basis set

Its molar mass is 818.4 u. As for the LUMO energy (alpha / beta): -2.2 / -2.8 eV. The electronic energy comes out at -1908.63710 Ha. The max |F| comes out at 2.2 eV Å⁻¹. Its expectation value of S² is 0.7845. The HOMO-LUMO gap (alpha / beta) is 0.253 / 0.235 hartree.

ORCA input file:
```
! wB97M-V def2-TZVPD RIJCOSX def2/J DEFGRID3
* xyz 1 2
Pt -0.29009 -0.22085 -0.09179
C -2.40668 1.81208 1.08388
C -1.62206 1.27399 2.27441
N -0.54307 0.28048 1.95750
C 0.78609 0.74715 2.43618
C 1.42833 1.70008 1.44085
N 1.67301 0.91745 0.23268
C 2.13218 1.59416 -0.98443
C 0.95610 2.03733 -1.85079
C 0.51046 0.93142 -2.80417
N -0.13739 -0.27068 -2.17327
C -1.50923 -0.50800 -2.68719
C -2.49091 0.39169 -1.96272
N -2.43470 -0.02267 -0.55866
C -3.23434 0.72044 0.41899
H -1.72423 2.25987 0.35638
H -3.05444 2.61593 1.43913
H -2.31750 0.80958 2.97587
H -1.15494 2.10482 2.80372
H -0.74516 -0.60104 2.41727
H 1.42249 -0.13329 2.55124
H 0.68445 1.22230 3.41485
H 2.35312 2.10842 1.86275
H 0.77154 2.54225 1.20750
H 2.36445 0.20589 0.46062
H 2.70790 0.84659 -1.53596
H 2.82136 2.41438 -0.76101
H 1.24266 2.90618 -2.44658
H 0.11279 2.34651 -1.22707
H 1.38222 0.58968 -3.36532
H -0.19829 1.32866 -3.53108
H 0.41593 -1.09820 -2.38265
H -1.75672 -1.54731 -2.46668
H -1.55042 -0.36351 -3.76900
H -3.49022 0.27350 -2.39369
H -2.22196 1.44818 -2.04005
H -2.64810 -1.01942 -0.50644
H -3.54360 0.00254 1.18135
H -4.15031 1.11240 -0.03102
C 0.12016 -4.56480 0.34173
C -0.15369 -3.10094 0.05624
O -1.32505 -2.81478 -0.34227
N 0.78678 -2.16584 0.18806
Te 2.95030 -2.94910 1.04116
C 4.47534 -3.00135 2.57547
C 4.16901 -2.66480 3.89356
C 2.82214 -2.15600 4.34584
C 5.16566 -2.75832 4.86433
C 6.44901 -3.17916 4.55941
C 7.50932 -3.29004 5.61871
C 6.72824 -3.52278 3.24066
C 5.76479 -3.45223 2.24395
C 6.13848 -3.86739 0.84515
C 3.86140 -1.50350 -0.21419
C 4.51509 -0.37022 0.27651
C 4.56546 -0.00750 1.73956
C 5.15043 0.48920 -0.62232
C 5.15686 0.25772 -1.98691
C 5.87647 1.17575 -2.93483
C 4.48204 -0.86717 -2.45536
C 3.84078 -1.75391 -1.59875
C 3.17681 -2.96485 -2.19821
H -0.71416 -5.15099 -0.03404
H 0.20560 -4.73078 1.41771
H 1.04569 -4.91121 -0.11775
H 2.01874 -2.41346 3.65714
H 2.84112 -1.06576 4.44887
H 2.57040 -2.56352 5.32511
H 4.92395 -2.49699 5.88946
H 7.16093 -2.89544 6.57199
H 8.40934 -2.74468 5.33206
H 7.79532 -4.33225 5.77031
H 7.72457 -3.86719 2.98390
H 7.17388 -4.20366 0.81006
H 6.02910 -3.04694 0.13389
H 5.50489 -4.68607 0.49695
H 3.66646 -0.33236 2.27076
H 4.67535 1.07184 1.85704
H 5.40727 -0.48528 2.24439
H 5.65958 1.36413 -0.23063
H 6.13298 2.11987 -2.45612
H 5.27000 1.38986 -3.81558
H 6.80369 0.71794 -3.28427
H 4.47196 -1.07262 -3.52070
H 3.35635 -3.01020 -3.27081
H 2.09892 -2.96312 -2.01432
H 3.56258 -3.88398 -1.75154
*
```